# H8O4

4 unconnected molecules or ions with the total composition H8O4 in a non-equilibrium geometry (the ωB97M-V functional and the def2-TZVPD basis, the Open Molecules 2025 dataset).

## Properties
**Kohn-Sham gap**: 11.304 eV
**SMILES string**: O.O.O.O
**Energy relative to the best compared isomer or geometry (same formula, charge and spin)**: 96.25 kJ/mol
**E**: -305.74255 a.u.

Last column: Mulliken charge in e.
Positions of all 12 atoms, in Å:
O1 0.797 -0.373 -3.284  -0.644
H1 1.552 0.149 -2.983  0.312
H2 0.411 -0.626 -2.465  0.322
O2 -0.705 0.089 -0.785  -0.657
H3 -0.726 -0.427 -0.011  0.404
H4 -1.571 0.483 -0.942  0.291
O3 0.599 1.546 1.517  -0.671
H5 0.344 0.925 0.851  0.361
H6 -0.089 1.782 2.144  0.305
O4 -0.555 -1.102 1.786  -0.668
H7 -0.158 -0.680 2.504  0.316
H8 0.099 -1.770 1.663  0.329